[1]
{
  "formula": "C23H23BrEuF6N4O6S2",
  "method": "the ωB97M-V functional and the def2-TZVPD basis",
  "species": ["Eu", "O", "C", "C", "C", "C", "C", "C", "C", "O", "N", "N", "C", "C", "Br", "C", "C", "C", "C", "C", "C", "C", "H", "H", "H", "H", "H", "H", "H", "H", "H", "H", "H", "H", "H", "H", "F", "C", "F", "F", "S", "O", "O", "N", "S", "O", "O", "C", "F", "F", "F", "C", "C", "C", "C", "C", "N", "H", "H", "H", "H", "H", "H", "H", "H", "H"],
  "positions_angstrom": [[11.529, 10.976, 11.197], [9.098, 8.974, 8.065], [8.692, 7.843, 8.539], [8.450, 6.806, 7.586], [8.110, 5.565, 8.076], [8.013, 5.326, 9.431], [8.306, 6.314, 10.369], [8.638, 7.587, 9.933], [9.136, 8.701, 10.830], [10.007, 9.547, 10.155], [9.799, 8.140, 11.974], [10.713, 8.915, 12.635], [11.364, 8.332, 13.636], [12.411, 8.979, 14.337], [13.668, 10.234, 13.371], [12.563, 9.039, 15.679], [11.671, 8.323, 16.618], [12.057, 7.676, 17.830], [11.084, 7.377, 18.769], [9.733, 7.554, 18.552], [9.298, 7.965, 17.298], [10.282, 8.331, 16.364], [9.591, 9.420, 9.065], [8.512, 7.173, 6.542], [7.957, 4.786, 7.266], [7.674, 4.370, 9.812], [8.248, 6.085, 11.448], [8.328, 9.345, 11.226], [9.347, 7.391, 12.515], [11.226, 7.294, 13.877], [13.361, 9.641, 16.118], [13.126, 7.550, 18.045], [11.329, 6.958, 19.785], [9.033, 7.477, 19.424], [8.242, 8.065, 16.997], [9.905, 8.816, 15.441], [7.152, 13.920, 12.673], [8.322, 13.967, 13.365], [8.651, 15.148, 13.955], [8.211, 12.994, 14.362], [9.695, 13.287, 12.146], [9.285, 11.887, 11.844], [10.946, 13.459, 12.814], [9.664, 14.131, 10.838], [9.815, 13.668, 9.328], [10.092, 14.725, 8.415], [10.639, 12.426, 9.297], [7.954, 13.346, 8.941], [7.525, 13.580, 7.685], [7.638, 12.040, 9.239], [7.348, 14.211, 9.752], [14.266, 11.728, 6.722], [14.664, 10.596, 7.691], [13.660, 9.396, 7.560], [16.107, 10.143, 7.647], [14.400, 11.068, 9.122], [13.692, 11.392, 10.004], [14.228, 11.304, 5.720], [14.962, 12.620, 6.789], [13.325, 12.046, 7.092], [13.701, 8.898, 6.612], [12.650, 9.718, 7.872], [13.904, 8.615, 8.265], [16.349, 9.805, 6.660], [16.131, 9.271, 8.335], [16.856, 10.844, 7.994]],
  "atomic_forces_ev_per_a": [[-0.5401, 0.0137, -0.0291], [0.4434, 1.6413, 0.4547], [0.0771, -1.5452, -0.8477], [-0.2304, 1.2455, 1.1241], [-0.0698, -0.6160, -2.5364], [-0.2353, -0.6338, 1.1948], [-0.2687, 0.0256, -0.1312], [0.3500, 0.0753, -0.3200], [-1.0569, 0.8331, 0.1540], [0.6440, -0.2741, 0.6465], [1.4460, -0.2353, 1.7908], [0.5318, -2.3238, 1.0892], [-1.1731, 0.8003, -2.9905], [1.3013, 2.2520, 1.8203], [-0.8893, -0.9381, 0.3686], [0.3005, -0.7548, -0.5618], [-1.3533, -0.7863, 0.6643], [0.4832, 1.1536, -0.7860], [0.5470, -0.9527, 1.6110], [-1.3159, 0.3988, 0.4544], [0.5440, 0.0854, -0.4812], [-0.6101, 0.8719, -0.4055], [-0.1639, 0.2082, -1.3414], [-0.0094, -0.8676, 0.6553], [-0.0535, 0.5821, 1.4814], [0.1542, -0.0870, -0.2057], [-0.0423, -0.0180, -0.6855], [-0.2776, -0.2185, -0.2929], [0.4144, 0.5786, -0.5345], [-0.4463, -0.4296, 0.1620], [-0.0894, -0.3244, -0.2001], [-0.5348, 0.0185, 0.0439], [0.2129, 0.5468, -1.2767], [0.6292, -0.2917, -1.1053], [0.6311, -0.0249, 0.4619], [0.3941, -0.4011, 0.6676], [1.4725, 1.0487, 1.1743], [0.0602, -1.7699, 0.2563], [-1.0062, -1.7775, -1.3487], [0.3865, 1.8150, -1.4764], [-1.4668, -0.7843, -1.5181], [0.3194, 1.6330, 1.2410], [0.6477, -0.3775, 0.8601], [-0.0590, 1.0083, 0.1125], [-0.5113, -1.8209, 0.5172], [0.5207, 0.0098, 0.3992], [-1.1353, 1.6989, -0.4462], [0.0499, -1.4832, -0.1558], [0.9165, -0.1160, 1.0422], [0.2354, 1.8748, -0.0854], [-0.5516, -0.5999, -0.3484], [1.6154, 0.3160, 0.9174], [0.0262, 0.1421, 1.0847], [0.0220, 0.6650, 1.1498], [-0.2329, -1.3171, 0.7254], [-3.1723, 0.8048, 0.7021], [2.9204, -0.7040, -1.9873], [-0.0865, 0.2672, -0.0267], [-0.6358, -1.1565, -0.2404], [-1.1725, 0.5134, -0.3582], [-0.1652, 0.2496, -0.8039], [0.2999, -0.0942, -0.7766], [0.3570, -0.1916, 0.4460], [0.2781, -0.2168, -0.6005], [0.4572, 0.3427, -0.4926], [-0.1337, 0.4122, -0.0763]],
  "spin_multiplicity": 8,
  "max_force_ev_per_a": 3.60,
  "orbital_gap_ev": [6.029, 6.025],
  "s2": 15.759
}

[2]
{
  "formula": "C23H23BrN4O6",
  "method": "the ωB97M-V functional and the def2-TZVPD basis",
  "species": ["C", "C", "O", "C", "O", "N", "C", "C", "C", "C", "C", "Br", "C", "C", "N", "O", "O", "C", "C", "N", "C", "C", "C", "N", "C", "C", "O", "C", "C", "C", "C", "C", "O", "C", "H", "H", "H", "H", "H", "H", "H", "H", "H", "H", "H", "H", "H", "H", "H", "H", "H", "H", "H", "H", "H", "H", "H"],
  "positions_angstrom": [[3.340, 3.489, -0.805], [2.853, 3.206, 0.575], [1.789, 2.188, 0.485], [1.280, 2.029, 1.713], [1.757, 2.610, 2.681], [0.192, 1.146, 1.817], [-0.782, 1.453, 2.799], [-0.587, 2.155, 3.966], [-1.636, 2.243, 4.883], [-2.870, 1.635, 4.583], [-3.085, 0.992, 3.360], [-4.764, 0.140, 3.050], [-2.048, 0.949, 2.402], [-1.823, 0.295, 1.138], [-2.359, -0.938, 0.859], [-3.460, -1.422, 0.717], [-1.283, -1.820, 0.962], [-0.070, -1.124, 0.584], [-0.404, 0.343, 0.721], [0.997, -1.757, 1.289], [1.622, -1.358, 2.526], [1.217, -2.965, 0.710], [0.689, -2.942, -0.550], [0.134, -1.724, -0.773], [-0.464, -1.293, -1.977], [-0.053, -0.074, -2.541], [0.934, 0.584, -1.856], [2.083, 1.066, -2.593], [-0.469, 0.336, -3.816], [-1.235, -0.535, -4.582], [-1.607, -1.789, -4.095], [-1.209, -2.178, -2.803], [-1.487, -3.395, -2.278], [-2.308, -4.327, -3.033], [3.975, 4.375, -0.764], [3.957, 2.675, -1.193], [2.530, 3.696, -1.509], [3.638, 2.806, 1.229], [2.403, 4.091, 1.039], [0.357, 2.652, 4.137], [-1.503, 2.774, 5.824], [-3.680, 1.662, 5.308], [-0.247, 0.819, -0.241], [1.808, -0.282, 2.482], [1.039, -1.603, 3.429], [2.586, -1.877, 2.607], [1.822, -3.733, 1.174], [0.767, -3.715, -1.293], [2.888, 1.043, -1.859], [2.311, 0.406, -3.444], [1.884, 2.089, -2.941], [-0.159, 1.309, -4.208], [-1.548, -0.238, -5.582], [-2.202, -2.466, -4.718], [-2.449, -5.161, -2.347], [-3.273, -3.877, -3.305], [-1.789, -4.663, -3.941]],
  "atomic_forces_ev_per_a": [[0.4943, 0.1904, -0.4275], [-0.3731, -0.2897, -0.1350], [0.1720, 0.2402, 0.5629], [0.0378, -0.2380, 0.7490], [-0.6859, -0.7743, -0.8646], [0.9401, 0.9366, -0.6260], [-0.8050, -0.1675, -0.2322], [-0.0992, 0.2830, 0.6983], [-0.7683, -0.4456, -0.7029], [0.3358, 0.2057, 0.2041], [0.6368, 0.1378, -0.4805], [0.2439, 0.4070, 0.1801], [-0.2243, 0.4922, 1.1457], [-2.5892, -1.0513, -0.6717], [1.1856, 0.9220, 1.0056], [0.8178, 0.6313, 0.3160], [-1.4596, -1.1881, -0.0551], [1.6816, -2.2583, -1.1609], [0.1027, 1.0925, 0.6285], [-0.5896, 1.8886, 0.9034], [0.0195, 0.2424, 0.2280], [0.0039, -1.6264, -2.4584], [1.7845, -1.8074, 1.4814], [-0.6834, 2.3897, 0.0043], [0.2931, -0.3513, -0.5633], [0.6318, -0.3449, -0.7150], [0.1787, 0.2919, -0.2840], [-0.8543, -0.2750, 0.1626], [-0.0368, -0.0685, 0.2173], [-0.1390, 0.0613, 0.1216], [0.1260, -0.0978, 0.2917], [-0.4396, 0.4213, -0.1528], [-0.5223, -0.4667, -0.3585], [0.5079, 0.6715, 0.3205], [0.0174, 0.0239, -0.0205], [-0.1178, 0.1089, -0.0042], [0.0429, -0.0352, 0.1885], [-0.2026, 0.2656, -0.1764], [0.2539, -0.2068, -0.0849], [-0.1537, -0.3099, 0.2239], [-0.0530, -0.1198, -0.2355], [0.1581, -0.0269, -0.1654], [0.0583, 0.2024, 0.1429], [0.1332, -0.4121, 0.3940], [0.0104, 0.1349, -0.2456], [-0.2197, 0.1330, -0.1109], [-0.1907, 0.1610, -0.0602], [-0.1188, 0.1585, -0.0528], [-0.0857, 0.0803, -0.3001], [-0.1252, 0.1690, 0.2606], [0.2454, -0.3076, 0.0195], [-0.0523, -0.4153, 0.1428], [0.0532, -0.0648, 0.2335], [0.3286, 0.3371, 0.3042], [-0.0665, 0.0654, -0.1630], [0.2306, -0.0945, 0.1621], [-0.0699, 0.0983, 0.2151]],
  "smiles": "CCOC(=O)N1c2cccc(Br)c2C2=[N+]([O-])O[C@@]3([C@@H]21)N(C)C=CN3c1c(OC)cccc1OC",
  "max_force_ev_per_a": 3.05,
  "relative_energy_kj_mol": 0.00,
  "orbital_gap_ev": 6.508
}

[3]
{
  "formula": "C23H23ClN2O3S",
  "method": "the ωB97M-V functional and the def2-TZVPD basis",
  "species": ["C", "O", "C", "C", "C", "C", "C", "N", "C", "O", "C", "Cl", "C", "C", "O", "N", "C", "C", "C", "C", "C", "C", "C", "C", "C", "C", "C", "C", "S", "C", "H", "H", "H", "H", "H", "H", "H", "H", "H", "H", "H", "H", "H", "H", "H", "H", "H", "H", "H", "H", "H", "H", "H"],
  "positions_angstrom": [[4.206, -1.169, -0.261], [3.977, -1.465, -1.622], [2.698, -1.608, -2.043], [2.511, -1.792, -3.415], [1.239, -1.912, -3.934], [0.128, -1.846, -3.109], [0.315, -1.691, -1.744], [-0.798, -1.562, -0.866], [-1.666, -2.539, -0.546], [-2.577, -2.366, 0.248], [-1.453, -3.886, -1.212], [-2.463, -3.961, -2.679], [-0.996, -0.249, -0.226], [-0.389, -0.260, 1.189], [0.742, 0.134, 1.407], [-1.200, -0.770, 2.123], [-0.942, -0.577, 3.531], [-1.678, 0.680, 4.036], [-1.315, 1.844, 3.157], [-0.142, 2.555, 3.371], [0.248, 3.550, 2.493], [-0.529, 3.845, 1.386], [-1.704, 3.149, 1.169], [-2.093, 2.155, 2.049], [-0.427, 0.854, -1.048], [-1.006, 1.422, -2.142], [-0.213, 2.434, -2.721], [0.956, 2.609, -2.055], [1.113, 1.556, -0.707], [1.590, -1.579, -1.205], [3.929, -2.011, 0.381], [5.277, -0.991, -0.177], [3.658, -0.276, 0.053], [3.380, -1.822, -4.052], [1.105, -2.040, -4.997], [-0.867, -1.907, -3.517], [-0.419, -4.049, -1.511], [-1.805, -4.674, -0.546], [-2.083, -0.119, -0.141], [-2.099, -1.138, 1.837], [0.136, -0.440, 3.645], [-1.262, -1.462, 4.085], [-2.755, 0.504, 4.002], [-1.386, 0.866, 5.070], [0.476, 2.319, 4.226], [1.168, 4.089, 2.667], [-0.217, 4.611, 0.692], [-2.314, 3.373, 0.305], [-3.013, 1.613, 1.873], [-1.969, 1.125, -2.520], [-0.507, 3.000, -3.587], [1.738, 3.309, -2.270], [1.696, -1.434, -0.143]],
  "atomic_forces_ev_per_a": [[0.0359, 0.0429, 0.2210], [0.0098, -0.0318, -0.2873], [-0.3007, -0.0882, -0.1708], [0.1666, 0.0347, 0.1707], [0.0674, -0.0157, 0.0525], [-0.0769, 0.0520, 0.2082], [0.3154, -0.2922, -0.4825], [0.2064, 0.3476, 0.0199], [0.0111, -0.3922, -0.0146], [-0.2725, -0.1226, 0.0482], [-0.0559, -0.1152, 0.0673], [-0.1274, -0.1179, -0.0976], [-0.2140, 0.1387, 0.1717], [-0.4337, -0.3023, -0.2717], [0.2606, -0.0625, 0.2115], [-0.2913, -0.2619, 0.3416], [0.0501, 0.0783, 0.1893], [0.2272, -0.1086, -0.1557], [-0.1528, 0.0737, 0.1843], [-0.0821, 0.0204, 0.0070], [0.0653, 0.0504, 0.0216], [-0.0044, 0.1045, -0.0387], [-0.0446, 0.0695, -0.1101], [-0.0281, 0.0700, 0.0854], [0.2331, 0.2542, 0.2002], [-0.0019, -0.1511, 0.2579], [0.0234, 0.1553, -0.1713], [0.1385, -0.2744, 0.3314], [-0.1878, 0.5637, -0.6920], [0.2318, -0.1831, 0.0082], [-0.0151, 0.0332, -0.0147], [-0.0785, -0.0080, 0.0461], [0.0004, -0.0372, -0.0047], [0.1150, -0.0014, -0.0855], [0.0062, -0.0107, -0.1075], [-0.0851, 0.0341, -0.0071], [-0.1208, -0.0213, 0.0490], [0.0897, 0.1795, -0.0378], [0.2525, 0.0156, -0.0049], [0.1575, 0.0575, -0.1557], [-0.1200, -0.0991, 0.0644], [0.0891, 0.0290, -0.0099], [-0.0166, 0.0132, 0.0648], [-0.0669, 0.0003, 0.0562], [0.0828, -0.0406, 0.1031], [0.0860, 0.0513, 0.0181], [0.0248, 0.0605, -0.0576], [-0.0381, 0.0236, -0.0709], [-0.0938, -0.0605, 0.0035], [-0.2094, -0.0958, -0.0440], [-0.0241, 0.1245, -0.1481], [0.1636, 0.1866, -0.0861], [0.0323, 0.0293, 0.1239]],
  "smiles": "COc1cccc(N(C(=O)CCl)[C@@H](C(=O)NCCc2ccccc2)c2cccs2)c1",
  "max_force_ev_per_a": 0.91,
  "relative_energy_kj_mol": 3.35,
  "orbital_gap_ev": 9.116
}

[4]
{
  "formula": "C23H23CoN6S",
  "method": "the ωB97M-V functional and the def2-TZVPD basis",
  "species": ["Co", "C", "C", "C", "C", "C", "C", "C", "H", "H", "H", "H", "H", "H", "H", "H", "S", "C", "N", "N", "C", "C", "C", "C", "C", "C", "N", "N", "C", "C", "C", "C", "C", "C", "H", "H", "H", "H", "H", "H", "H", "H", "H", "H", "H", "N", "C", "C", "C", "N", "H", "H", "H", "H"],
  "positions_angstrom": [[-8.510, 14.480, 11.686], [-7.387, 16.327, 14.327], [-8.310, 15.296, 13.953], [-7.971, 13.979, 14.158], [-8.875, 12.912, 13.938], [-10.118, 13.195, 13.413], [-10.528, 14.544, 13.337], [-9.637, 15.623, 13.587], [-7.549, 17.244, 13.766], [-6.396, 15.968, 14.235], [-7.533, 16.574, 15.390], [-6.978, 13.739, 14.453], [-8.578, 11.849, 14.024], [-10.769, 12.400, 13.082], [-11.518, 14.786, 12.977], [-10.013, 16.618, 13.538], [-8.993, 12.596, 10.295], [-7.501, 11.856, 10.471], [-7.210, 10.589, 10.311], [-8.173, 9.729, 9.952], [-7.831, 8.454, 9.630], [-8.930, 7.603, 9.278], [-8.712, 6.300, 9.061], [-7.429, 5.833, 9.317], [-6.308, 6.629, 9.442], [-6.514, 7.923, 9.707], [-6.316, 12.630, 10.919], [-6.483, 13.765, 11.265], [-5.269, 14.461, 11.798], [-5.275, 15.832, 11.534], [-4.275, 16.557, 12.084], [-3.269, 15.999, 12.873], [-3.312, 14.608, 13.055], [-4.380, 13.831, 12.575], [-9.114, 10.036, 10.086], [-9.942, 7.961, 9.086], [-9.538, 5.597, 8.944], [-7.302, 4.778, 9.535], [-5.330, 6.233, 9.318], [-5.650, 8.580, 9.957], [-6.168, 16.166, 10.957], [-4.175, 17.635, 12.029], [-2.459, 16.571, 13.266], [-2.572, 14.155, 13.699], [-4.443, 12.751, 12.713], [-9.096, 16.030, 9.014], [-9.385, 17.270, 8.501], [-9.421, 18.150, 9.565], [-9.148, 17.396, 10.669], [-8.889, 16.118, 10.383], [-8.924, 15.132, 8.617], [-9.436, 17.360, 7.436], [-9.599, 19.193, 9.455], [-8.992, 17.654, 11.672]],
  "atomic_forces_ev_per_a": [[0.0108, 0.2640, -0.3291], [0.3886, 1.7984, 0.9908], [-2.0002, 0.0709, 0.0207], [-0.6724, -1.9272, -0.3912], [0.9182, -0.2346, -0.5350], [-0.5791, 0.9438, 0.3043], [0.4858, 0.4672, -0.6324], [-0.3075, -2.5699, -0.1154], [0.2545, 0.1179, -0.0545], [1.2615, -0.0122, -0.2040], [0.0056, 0.0023, -0.2542], [0.7071, -0.0684, 0.3297], [0.0444, 0.8747, 0.1533], [-0.1650, 0.0476, 0.1611], [-0.1333, -0.0875, 0.0710], [0.0333, 0.6353, -0.0781], [-1.0772, 0.6078, -0.2088], [1.0564, -0.3886, 0.5598], [0.6791, 0.7884, -0.0619], [2.0433, 0.3613, 0.3236], [-1.4169, -0.2267, 0.3864], [-0.4494, 1.5097, -0.6703], [0.0408, -1.2814, 0.9762], [-0.0715, -2.1694, -0.0896], [-0.3802, -0.2271, -0.2563], [0.9844, 2.8662, 0.0999], [0.3058, -3.3615, -0.9847], [-0.0490, 2.2194, 1.2647], [-2.9961, 0.5481, -1.6116], [-1.6235, -1.1726, -0.3954], [1.3732, 2.1878, 0.7912], [-0.8871, -2.3796, -0.8380], [-0.0890, 0.4021, 0.8556], [1.9215, -0.7167, 0.5101], [-1.1024, -0.0065, -0.3202], [0.3289, 0.4404, 0.3988], [0.2740, 0.2385, -0.2438], [0.0360, -0.1678, -0.6484], [0.6431, -0.4064, 0.4779], [-0.9831, -0.3951, -0.3017], [1.1173, 0.3814, 0.3970], [-0.5376, 0.0699, -0.5646], [0.2403, 0.3786, 0.2345], [0.1123, -0.1804, -0.1164], [0.1086, 0.3043, 0.1610], [0.3120, 1.5656, 1.7631], [0.6675, -2.0123, 0.6865], [-0.2844, 0.1377, -1.5219], [0.8079, -1.1559, 0.4424], [-0.7923, -0.3444, -1.3590], [-0.0331, -0.3057, -0.7161], [-0.3191, 0.3327, -0.2441], [-0.1049, 0.4585, 0.2590], [-0.1078, 0.7777, 1.1282]],
  "spin_multiplicity": 5,
  "max_force_ev_per_a": 3.52,
  "charge": 2,
  "relative_energy_kj_mol": 0.00,
  "orbital_gap_ev": [7.662, 6.235],
  "s2": 6.056
}